# 1
Density functional theory data (ωB97M-V/def2-TZVPD) for 2 unconnected molecules or ions with the total composition C8H10N2O3.

For the LUMO energy, the calculation gives 0.52 eV. The value obtained for the energy above the lowest of the compared OMol25 structures with the same formula, charge and spin is 2.427 eV.

Last column: Mulliken charge in e.
Atoms and positions in Å:
C -1.98533 -1.87905 -0.46176  -1.0751
C -1.04367 -0.69599 -0.45762  0.8506
O -1.45808 0.43939 -0.62578  -0.7836
N 0.24572 -1.01400 -0.20478  -0.1757
C 1.33471 -0.14441 -0.01682  0.5601
C 2.36560 -0.56395 0.82012  -0.4732
C 3.44831 0.26351 1.04835  -0.5376
C 3.51570 1.50618 0.43916  -0.4618
C 2.49679 1.91458 -0.40395  -0.6042
C 1.40554 1.09534 -0.63714  -0.2476
H -1.51317 -2.79660 -0.12302  0.3118
H -2.37041 -2.02752 -1.46897  0.2674
H -2.83222 -1.64918 0.18539  0.3136
H 0.44678 -1.98075 0.00682  0.2384
H 2.31145 -1.53283 1.29696  0.2999
H 4.24033 -0.05959 1.70850  0.3584
H 4.36235 2.15004 0.62352  0.3793
H 2.54754 2.87860 -0.88789  0.3611
H 0.60921 1.41141 -1.29110  0.3727
O -5.95837 0.56049 0.69465  -0.3678
N -4.78912 0.34702 0.61818  0.1916
O -4.17691 0.98979 -0.42853  -0.3065
H -3.20277 0.78749 -0.43429  0.5283

Forces on the atoms, in the same order (eV/Å):
-0.0423 0.0914 -0.0197
-0.4517 -0.5776 0.3379
0.0214 0.3463 -0.0866
0.2401 -0.3318 -0.0382
0.2495 0.3251 0.1055
-0.1040 0.0519 -0.0868
0.0632 -0.0178 -0.0133
0.0854 0.0597 0.0348
0.0349 -0.0340 0.0344
-0.1412 0.0028 -0.0984
0.0021 -0.0903 0.0036
-0.0087 0.0128 -0.0536
0.0338 -0.0095 -0.0121
-0.1952 0.1403 -0.0761
-0.0268 -0.0853 0.0670
0.0396 -0.0363 0.0234
0.0588 0.0618 0.0038
-0.0029 0.0661 -0.0327
-0.0310 0.0306 -0.0001
1.6291 0.0680 -0.5917
-0.4318 -0.1352 0.2829
-0.7278 0.3126 -0.1423
-0.2943 -0.2518 0.3582

=====

# 2
Density functional theory data (ωB97M-V/def2-TZVPD) for 2 unconnected molecules or ions with the total composition C8H10N2O3S2.

For the LUMO energy (alpha / beta), the calculation gives 0.60 / -2.04 eV. Its spin multiplicity is 3. Its expectation value of S² is 2.0456.

Last column: Löwdin spin population.
Atoms and positions in Å:
C -2.96510 -0.84591 -0.52108  0.1788
C 0.32038 -0.86372 0.71238  0.0088
C 2.41318 -1.70602 0.00291  0.0006
C -2.75193 0.17729 0.26395  0.9459
C 1.77562 -3.09980 0.42524  0.0003
C 1.07771 0.77705 -1.89039  0.0001
C -2.53326 2.47290 1.74434  0.0400
C 1.83689 0.62306 -0.52658  0.0003
N -3.07959 -1.85832 -1.09434  0.5209
N 1.52095 -0.64650 0.16772  0.0032
O 3.52211 -1.68130 -0.40027  0.0011
O -0.49900 -0.06775 0.95322  0.0574
O -1.50798 2.29155 -0.75189  0.0947
S 0.04108 -2.58623 0.99462  0.0041
S -2.73595 1.90252 -0.00898  0.1386
H 1.67962 -3.66450 -0.46570  0.0001
H 2.46086 -3.55560 1.32357  0.0002
H 0.20837 0.24356 -1.83697  -0.0002
H 0.77364 1.72426 -2.11316  0.0001
H 1.71926 0.33657 -2.72728  0.0000
H -1.77228 2.05259 2.27248  0.0009
H -2.39719 3.62364 1.61050  0.0010
H -3.47862 2.28458 2.29474  0.0028
H 2.95430 0.65983 -0.52829  0.0000
H 1.41693 1.40625 0.09929  0.0003

Forces on the atoms, in the same order (eV/Å):
-0.0853 -0.6901 -0.1446
0.9657 -3.2984 -0.1140
-2.2501 -2.3002 1.2535
-0.2160 1.9761 0.5160
0.3688 2.1356 3.0643
4.4745 -2.6445 -0.0896
-2.8358 2.8650 -1.8783
-0.3533 0.6310 0.1732
-0.1917 -0.8906 -0.6907
2.6050 0.7049 -1.8588
1.4345 0.8885 -0.7478
-1.8892 2.8276 0.9633
-0.4533 -0.2798 0.3349
1.1972 -1.1512 0.0526
0.5533 0.2891 0.7557
0.1881 -0.9281 -0.5251
-1.9136 0.9193 -2.4978
-2.3204 -1.6532 0.1552
-0.2729 2.7960 -0.4002
-0.9409 0.6675 0.9524
2.4511 -1.2886 0.9993
-0.1881 -2.0855 0.3293
0.3812 0.1564 -0.5241
-1.0686 0.2334 -0.3794
0.3599 0.1196 0.3007

=====

# 3
Density functional theory data (ωB97M-V/def2-TZVPD) for a single C8H10N2OS2 molecule.

For the LUMO energy, the calculation gives 0.14 eV. The value obtained for the energy above the lowest of the compared OMol25 structures with the same formula, charge and spin is 0.000 eV.

Last column: Mulliken charge in e.
Atoms and positions in Å:
O 3.02113 0.74132 -1.81948  -0.5461
C 1.77164 1.22491 -1.57717  -0.4365
C 0.71993 0.09616 -1.84301  -0.4839
N 1.01851 -1.11264 -1.08866  -0.1308
C 0.75949 -1.34662 0.21588  -0.4031
S 1.58761 -2.45594 1.09318  -0.2921
C -0.38043 -0.56725 0.83610  0.5395
C -0.12017 0.20617 1.92893  -0.3463
C -1.17721 0.91056 2.53060  -0.5536
C -2.45554 0.78031 1.99524  -0.2574
N -2.73366 -0.03172 0.96935  -0.5738
C -1.71451 -0.65146 0.37246  0.4849
S -2.09498 -1.71246 -1.01724  -0.2269
H 3.35394 0.18122 -1.10509  0.3377
H 1.72961 1.56895 -0.52678  0.2229
H 1.55083 2.06079 -2.22259  0.3717
H -0.33902 0.46905 -1.61364  0.2752
H 0.66805 -0.21630 -2.90449  0.3689
H 1.78674 -1.66722 -1.42377  0.3039
H 0.89647 0.31347 2.28964  0.4569
H -1.05679 1.49526 3.45224  0.3580
H -3.35437 1.28248 2.43293  0.3440
H -3.43729 -1.56903 -0.97464  0.1869

Forces on the atoms, in the same order (eV/Å):
2.3013 -0.5133 -0.7901
-1.8802 -0.9614 1.0298
-1.5868 0.8940 0.0650
-0.0857 0.2518 0.5165
-0.7035 0.4381 -0.2193
0.1058 -0.0916 0.1225
0.1354 -0.6866 -1.1509
-0.6376 1.1706 0.9279
-0.1532 0.0375 0.2940
-0.4874 -0.2071 0.4601
0.5886 0.1719 -0.4603
-0.3548 -0.2721 0.2029
-0.0139 0.1042 0.1884
-0.3121 0.2660 -0.0918
-0.5167 -0.0316 -0.2869
0.1218 0.2870 -0.2960
1.5022 -0.5439 -0.1054
0.3667 0.4242 0.4520
0.1426 -0.1642 -0.2619
-0.1008 -0.1918 0.1001
0.1810 -0.1679 -0.6154
1.0488 -0.3749 -0.3012
0.3384 0.1609 0.2201

=====

# 4
Density functional theory data (ωB97M-V/def2-TZVPD) for a gas-phase ion, C8H10NO (charge +1).

For the LUMO energy (alpha / beta), the calculation gives -6.42 / -6.42 eV. The value obtained for the energy above the lowest of the compared OMol25 structures with the same formula, charge and spin is 5.988 eV. The total charge is +1.

Last column: Mulliken charge in e.
Atoms and positions in Å:
C 0.70321 0.29360 0.40063  0.9937
C -0.53727 0.97205 -0.05389  0.8869
C -1.08202 -1.12684 -0.70450  0.7423
C 2.85367 0.29522 1.53644  -0.7513
C 1.82077 0.99936 0.99207  -0.5807
C 0.13328 -1.87785 -0.36256  -0.7320
C -0.59783 2.39794 0.04792  -1.3574
C -2.11204 -1.97142 -1.30659  -1.1180
N -1.64787 0.47460 -0.57431  -0.3900
O 1.00756 -0.97262 0.25352  -0.3002
H 3.67629 0.53280 2.12867  0.3958
H 2.74881 -0.76862 1.70771  0.2357
H 1.84033 2.02334 0.80172  0.4208
H 0.32377 -2.86166 -0.40993  0.4762
H -1.67197 2.61388 -0.29397  0.3494
H -0.01257 2.82317 -0.74418  0.3822
H -0.26041 2.77961 1.07188  0.3883
H -1.87603 -3.08220 -1.19413  0.3410
H -2.30773 -1.73457 -2.48378  0.2604
H -3.00195 -1.80978 -0.81273  0.3569

Forces on the atoms, in the same order (eV/Å):
1.1795 -1.3198 -0.3015
-1.0175 -0.7449 -0.2668
-0.2222 -1.5371 -0.5301
-2.5767 -0.8556 0.2415
1.2292 -1.4869 0.1176
-4.8282 10.0420 0.2743
-1.1911 2.2508 1.0937
0.8236 -1.5351 -3.5621
5.8601 -6.5224 0.8579
-0.9217 -0.4877 -0.4430
1.4641 1.8417 0.2010
-0.4110 -0.2227 -0.5911
0.1483 1.6273 0.2665
0.9537 -3.1467 -0.1294
1.4621 0.3560 1.1701
0.7383 0.5080 -0.2443
-0.8352 -0.1311 -1.5311
-0.2047 1.4607 -0.3740
0.5646 -0.4924 2.8360
-2.2152 0.3961 0.9148

=====

# 5
Density functional theory data (ωB97M-V/def2-TZVPD) for a single C8H10NOPS molecule.

For the LUMO energy (alpha / beta), the calculation gives 0.63 / -2.08 eV. The value obtained for the energy above the lowest of the compared OMol25 structures with the same formula, charge and spin is 0.540 eV. Its spin multiplicity is 3. Its expectation value of S² is 2.0188.

Last column: Löwdin spin population.
Atoms and positions in Å:
C -3.67631 -0.77770 -0.30746  0.3951
C -3.73800 0.63658 -0.40325  0.1757
C -2.54646 -1.36680 0.21900  0.0865
C -2.53685 1.34245 -0.23116  0.1383
C -1.38423 -0.68520 0.53555  0.2567
C -1.36099 0.70786 0.34278  0.4964
C 3.65512 0.95367 -0.91286  0.0030
C 3.52430 -0.24479 0.16023  0.0038
N -0.18185 -1.26020 0.84722  0.1299
O 2.21201 -0.75918 0.20858  0.0163
P 1.13717 -0.32096 1.35510  0.0414
S 0.18876 1.61640 0.66004  0.2167
H -4.48494 -1.48039 -0.31232  0.0248
H -4.58345 1.23018 -0.78761  0.0048
H -2.61377 -2.46669 0.41317  -0.0020
H -2.65151 2.34995 -0.30426  0.0071
H 3.02223 0.86068 -1.69906  0.0008
H 3.42698 1.92632 -0.37408  0.0009
H 4.69750 0.94047 -1.32144  0.0003
H 3.88324 -0.07674 1.22997  0.0015
H 4.35789 -0.87088 -0.20417  0.0004
H -0.34685 -2.25503 0.88601  0.0016

Forces on the atoms, in the same order (eV/Å):
-1.1906 -0.9352 0.4642
2.5919 2.4583 -0.7894
2.1485 -2.0072 1.2692
-2.7677 -2.8604 0.6355
-0.8560 -2.1074 -0.7688
1.5453 3.9211 -0.4345
2.1870 0.7511 4.5770
1.8211 1.6717 -0.1456
-1.2092 0.0117 -0.1983
-0.2740 -0.6324 -0.7449
0.4977 0.6614 0.3110
-1.4280 -2.4045 -0.2039
-0.8400 0.3893 -0.4752
0.2934 -0.6623 0.3737
0.3916 0.9693 -0.2206
0.3464 2.8296 -0.2607
-2.1534 -0.6342 -2.1914
0.4367 -0.9187 -0.9285
-0.8076 0.2676 0.5589
-0.5372 0.7303 -1.2679
-1.3357 -1.2135 0.0667
1.1395 -0.2856 0.3734

=====

# 6
Density functional theory data (ωB97M-V/def2-TZVPD) for a molecular structure, C8H10O.

For the LUMO energy, the calculation gives -0.38 eV. The value obtained for the energy above the lowest of the compared OMol25 structures with the same formula, charge and spin is 7.228 eV.

Last column: Mulliken charge in e.
Atoms and positions in Å:
C -1.04137 1.70119 -0.01364  -0.6579
C 0.49760 1.74403 0.11601  0.0174
C 1.14419 0.84563 -0.45698  -0.4459
C 0.99574 -0.11669 -1.50881  -0.2478
C -0.05928 -0.96330 -1.44138  -0.2165
C -1.05534 -1.12216 -0.24944  -0.5133
C -0.68372 -1.09400 1.09619  -0.3035
C 0.67920 -1.52700 1.54191  -0.1173
H -1.23937 1.49516 1.02326  0.2368
H -1.26005 0.49972 -0.57372  0.0279
H -1.24110 2.84486 -0.57347  0.3276
H 1.09152 2.52588 0.75160  0.2816
H 2.20207 1.02397 -0.14821  0.2497
H 1.38789 0.14977 -2.47889  0.3716
H -0.15957 -2.05207 -2.17018  0.1780
H -2.08665 -1.03796 -0.24700  0.4882
H -1.37260 -1.17546 1.86687  0.4904
H 1.43403 -1.67024 0.79047  0.3665
O 0.76680 -2.07132 2.67540  -0.5335

Forces on the atoms, in the same order (eV/Å):
1.8608 0.7964 -2.8792
-4.1747 4.2320 2.6200
7.1998 -1.7776 -1.3639
-3.6684 -0.5353 -0.1074
-0.7802 -5.0754 -0.7246
4.2601 0.6032 3.0052
2.3025 -1.3797 -3.4399
-1.9687 -2.2127 3.0459
-1.5155 0.5802 0.5090
0.0494 5.3998 1.1423
-0.5457 -3.6358 1.8513
-1.7152 -1.5012 -0.9432
-0.0635 -0.8299 -0.8176
0.9377 -0.6974 0.0341
0.2182 3.9343 1.5728
-2.0925 -0.2836 -1.4753
-1.5022 0.1120 1.1927
0.8392 0.3517 -0.3299
0.3589 1.9189 -2.8923